1.
{"formula": "C15H25NO6", "method": "wB97M-V/def2-TZVPD", "mol_weight_da": 315.37, "lumo_ha": 0.0136, "gap_ev": 8.46, "e_homo_ha": -0.29737, "e_above_lowest_kcal_mol": 0.0, "elements": ["N", "C", "C", "C", "C", "C", "C", "C", "O", "O", "H", "H", "H", "H", "H", "H", "H", "H", "H", "H", "H", "H", "H", "O", "C", "C", "C", "C", "O", "H", "H", "H", "H", "H", "H", "O", "C", "C", "C", "C", "O", "H", "H", "H", "H", "H", "H"], "coordinates": [[-3.24840, 0.23810, 2.33609], [-2.60858, 0.56331, 1.00451], [-1.81597, -0.68136, 0.28958], [-0.84079, -1.54877, 1.28093], [-1.54043, -2.96908, 1.80041], [-1.90259, -4.08237, 0.64926], [-3.52889, -4.41419, 0.83633], [-3.91776, -3.23689, 1.95646], [-5.15061, -2.72859, 2.07157], [-2.69790, -2.89533, 2.70663], [-2.59650, -0.23196, 3.00163], [-4.16236, -0.25647, 2.24275], [-1.95877, 1.54620, 1.09007], [-3.50583, 0.84713, 0.26998], [-2.52518, -1.44436, -0.27928], [-1.11173, -0.20158, -0.54591], [-0.47949, -0.91648, 2.22477], [0.14568, -1.80531, 0.66283], [-0.71479, -3.46497, 2.50246], [-1.72185, -3.82631, -0.48451], [-1.42048, -5.16879, 0.75354], [-4.16614, -4.13155, -0.11408], [-3.75042, -5.47635, 1.31042], [-2.38582, 3.12947, -0.23220], [-1.32904, 3.02580, -0.83274], [-0.70390, 4.09094, -1.68176], [0.32531, 3.31146, -2.46056], [0.67459, 2.19101, -1.51636], [-0.52333, 1.92440, -0.78856], [-0.24170, 4.83992, -1.03274], [-1.44173, 4.55246, -2.34207], [1.19128, 3.90772, -2.76010], [-0.13399, 2.90192, -3.36849], [1.45874, 2.47472, -0.80658], [0.98946, 1.29011, -2.05101], [3.56318, 2.03503, -2.56549], [4.03676, 1.33682, -1.68436], [5.11130, 1.75540, -0.72711], [5.56367, 0.43310, -0.16116], [4.31709, -0.40774, -0.25025], [3.62533, 0.06525, -1.40505], [4.67439, 2.39893, 0.04153], [5.92394, 2.26861, -1.24639], [5.96267, 0.50518, 0.85410], [6.34502, 0.00728, -0.80241], [3.66738, -0.28166, 0.62218], [4.54917, -1.47014, -0.36882]], "lowdin_charge": [-0.034, -0.261, -0.182, -0.141, -0.281, -0.137, -0.074, -0.245, -0.024, -0.069, 0.055, 0.058, 0.101, 0.132, 0.115, 0.100, 0.127, 0.120, 0.154, 0.116, 0.120, 0.128, 0.132, 0.083, -0.446, -0.080, -0.159, -0.173, -0.019, 0.137, 0.133, 0.121, 0.128, 0.126, 0.126, 0.096, -0.464, -0.084, -0.167, -0.168, 0.024, 0.137, 0.134, 0.122, 0.125, 0.130, 0.130]}

2.
{"formula": "C10H23AlBeBrF7NO14PS5", "method": "wB97M-V/def2-TZVPD", "mol_weight_da": 821.48, "lumo_ha": -0.0971, "gap_ev": 1.43, "e_homo_ha": -0.14958, "total_charge": -2, "elements": ["C", "C", "C", "C", "C", "C", "O", "S", "S", "H", "H", "H", "H", "H", "H", "H", "H", "H", "H", "H", "H", "H", "H", "H", "N", "O", "O", "O", "Al", "F", "P", "F", "F", "F", "F", "F", "O", "S", "O", "O", "O", "Be", "C", "C", "C", "S", "O", "O", "C", "H", "H", "H", "H", "H", "H", "H", "H", "Br", "F", "O", "S", "O", "O", "O"], "coordinates": [[3.61437, 1.53456, 0.23379], [3.83441, 1.29950, -1.28393], [5.30584, 1.64931, -1.59198], [2.84338, 2.02472, -2.19301], [3.10465, 3.54111, -2.12809], [1.43698, 1.80738, -1.63137], [0.51665, 1.77665, -2.79479], [-1.04018, 1.52704, -2.46988], [-1.52018, 2.23223, -0.53489], [3.22234, 0.63080, 0.68425], [2.91869, 2.33382, 0.47823], [4.54231, 1.78120, 0.73359], [3.75008, 0.22343, -1.44172], [5.52307, 2.57876, -1.07262], [5.50630, 1.73880, -2.65590], [5.89749, 0.84700, -1.16892], [2.90474, 1.70115, -3.22813], [3.02963, 3.85767, -1.08941], [4.07923, 3.80487, -2.51503], [2.33520, 4.06770, -2.69491], [1.24316, 2.63037, -0.93453], [1.41644, 0.85646, -1.10499], [-1.82606, 2.42249, -3.40228], [-2.84361, 2.50563, -0.56873], [1.53999, 2.64698, 3.17005], [0.98549, 3.05245, 4.19214], [0.99917, 2.88441, 2.04189], [2.61546, 2.02993, 3.20709], [-0.30493, 4.14439, -1.63294], [-1.42659, -1.20917, 5.82355], [-0.24812, 0.13860, 6.35680], [0.24437, 1.14437, 7.54383], [-0.41474, 0.51747, 4.76925], [-1.63104, 0.93633, 6.55490], [1.31546, 0.08580, 5.90643], [0.08608, -1.10065, 7.34444], [5.34048, -1.76819, -2.52471], [4.47121, -2.94795, -2.53962], [5.28541, -4.16128, -2.43305], [3.70635, -3.00523, -3.79451], [3.52869, -2.85330, -1.41547], [-1.69740, -1.81755, 4.45525], [-4.52140, -4.64898, 0.11107], [-3.62762, -3.51776, -0.38196], [-3.70100, -2.38083, 0.64757], [-4.05824, -3.16816, 2.21641], [-5.35217, -2.75737, 2.67534], [-2.88326, -3.04989, 3.09731], [-4.16901, -4.83237, 1.59763], [-4.36211, -5.56454, -0.44608], [-5.56676, -4.36976, -0.00781], [-2.59272, -3.86967, -0.45794], [-3.93847, -3.18242, -1.36767], [-2.76362, -1.83431, 0.72776], [-4.51555, -1.69168, 0.43794], [-4.92209, -5.37688, 2.16236], [-3.19142, -5.30337, 1.72646], [-3.51194, -0.34301, 3.98605], [-6.02777, -4.44304, -1.80875], [-3.61117, 1.66405, -4.50593], [-2.90935, 2.46422, -5.55554], [-2.13232, 1.55576, -6.41295], [-1.94931, 3.34742, -4.75359], [-3.88293, 3.21251, -6.33776]], "lowdin_charge": [-0.054, -0.375, -0.073, -0.300, -0.066, -0.247, -0.488, 0.767, 0.509, 0.085, 0.047, 0.080, 0.115, 0.073, 0.079, 0.079, 0.156, 0.088, 0.080, 0.041, 0.017, 0.146, 0.014, -0.062, -0.629, -0.036, -0.143, -0.045, 0.789, -0.272, 0.436, -0.162, -0.195, -0.146, -0.158, -0.143, -0.218, 0.250, -0.204, -0.181, -0.194, 0.535, -0.258, -0.213, -0.215, 0.647, -0.331, -0.480, -0.224, 0.112, 0.087, 0.114, 0.111, 0.092, 0.113, 0.104, 0.100, 0.125, -0.614, -0.387, 0.255, -0.330, -0.472, -0.325]}

3.
{"formula": "C3H14NO2S2", "method": "wB97M-V/def2-TZVPD", "mol_weight_da": 160.28, "lumo_ha": [0.0137, 0.0105], "gap_ev": [2.89, 8.40], "e_homo_ha": [-0.09248, -0.29831], "e_above_lowest_kcal_mol": 41.1, "s2": 0.7523, "multiplicity": 2, "elements": ["N", "C", "C", "C", "S", "S", "H", "H", "H", "H", "H", "H", "H", "H", "H", "H", "H", "H", "O", "H", "H", "O"], "coordinates": [[-0.62001, 1.28176, 0.96703], [0.01753, 0.94481, -0.39649], [-1.11664, 0.72818, -1.34425], [1.02950, -0.20062, -0.29976], [2.44998, 0.38743, 0.61406], [1.80421, 0.31345, 2.57655], [-1.47684, 1.72780, 0.89681], [-0.75827, 0.32234, 1.38746], [0.03454, 1.97809, 1.51600], [0.56751, 1.79688, -0.78453], [-1.42135, 1.63012, -1.98561], [-0.66434, 0.01376, -2.17895], [-1.95865, 0.14772, -1.09237], [0.62249, -1.27167, -0.05237], [1.46223, -0.41866, -1.34366], [2.54925, -0.69748, 3.05253], [0.52079, -2.21940, -2.59656], [2.06240, -1.95820, -3.03644], [1.31564, -1.73531, -2.51103], [-2.68909, -0.53244, 2.69007], [-1.84797, -1.53146, 1.71151], [-1.88292, -0.70713, 2.21002]], "mulliken_spin": [0.317, 0.214, 0.283, 0.713, -0.065, 0.364, -0.252, -0.099, -0.013, 0.021, -0.048, -0.107, -0.027, -0.067, -0.276, 0.034, 0.001, 0.031, -0.113, -0.021, 0.012, 0.098]}

4.
{"formula": "C26H52Cu2O18S3", "method": "wB97M-V/def2-TZVPD", "mol_weight_da": 875.98, "lumo_ha": [-0.1582, -0.1580], "gap_ev": [3.48, 3.34], "e_homo_ha": [-0.28612, -0.28076], "e_above_lowest_kcal_mol": 294.3, "s2": 2.0229, "multiplicity": 3, "elements": ["Cu", "Cu", "S", "O", "O", "O", "O", "S", "O", "O", "O", "O", "C", "C", "C", "O", "C", "H", "H", "H", "H", "H", "H", "H", "H", "C", "C", "C", "O", "C", "H", "H", "H", "H", "H", "H", "H", "H", "C", "C", "C", "O", "C", "H", "H", "H", "H", "H", "H", "H", "H", "C", "C", "C", "O", "C", "H", "H", "H", "H", "H", "H", "H", "H", "C", "C", "C", "O", "C", "H", "H", "H", "H", "H", "H", "H", "H", "C", "C", "C", "O", "C", "H", "H", "H", "H", "H", "H", "H", "H", "C", "C", "O", "S", "O", "O", "O", "H", "H", "H", "H"], "coordinates": [[9.94051, 8.78407, 6.94906], [7.06571, 15.06104, 13.24995], [8.15727, 11.71655, 10.13459], [8.92495, 12.20771, 11.30628], [8.05886, 10.26980, 10.03187], [6.97413, 12.60613, 10.22528], [9.01014, 11.98893, 8.97517], [7.61596, 6.00914, 3.95772], [7.24384, 7.31411, 4.50926], [8.78061, 5.75312, 4.78638], [6.63424, 4.99393, 4.15972], [7.99447, 6.19200, 2.56247], [1.37728, 19.16852, 14.35814], [1.13293, 18.81011, 12.93688], [2.30761, 18.11188, 12.30452], [3.16493, 18.13521, 13.50467], [2.86337, 19.21466, 14.43071], [1.04992, 18.28405, 14.90461], [0.77529, 20.00656, 14.70942], [1.01576, 19.77137, 12.43654], [0.25509, 18.16400, 12.92994], [2.63977, 18.71991, 11.46305], [2.09862, 17.11662, 11.91220], [3.45556, 20.04437, 14.04473], [3.12540, 18.86101, 15.42789], [16.71602, 7.83043, 9.36193], [16.11388, 8.51650, 10.59911], [14.85652, 9.15509, 10.09122], [14.36266, 8.28836, 9.04220], [15.42022, 7.30145, 8.74384], [17.43848, 7.02954, 9.51922], [17.24982, 8.64265, 8.86853], [16.82718, 9.16372, 11.10940], [15.69540, 7.78642, 11.29191], [15.13228, 10.14189, 9.71937], [14.09810, 9.13411, 10.87382], [15.56262, 7.20444, 7.66754], [15.08256, 6.33865, 9.12740], [2.97728, 10.78637, 17.04569], [4.26384, 9.86082, 17.22021], [5.36890, 10.69477, 16.54648], [4.76393, 11.99042, 16.25673], [3.60262, 12.21431, 17.01995], [2.20799, 10.75852, 17.81739], [2.48715, 10.60648, 16.08886], [4.20733, 8.92976, 16.65627], [4.47028, 9.55630, 18.24624], [5.41828, 10.25023, 15.55248], [6.29924, 10.76438, 17.11014], [2.98442, 13.00108, 16.58761], [3.94362, 12.67789, 17.94565], [13.92924, 11.24335, 1.31419], [13.16477, 12.46878, 1.76267], [12.57736, 12.12696, 3.12907], [12.52944, 10.68338, 3.10418], [13.09159, 10.20108, 1.86538], [14.86484, 11.28605, 1.87180], [14.23790, 11.22812, 0.26891], [12.39594, 12.56681, 0.99626], [13.85983, 13.30744, 1.80345], [11.55962, 12.51721, 3.12944], [13.13801, 12.57123, 3.95150], [12.17288, 9.98076, 1.32176], [13.72382, 9.33483, 2.06033], [12.03382, 17.09301, 17.86130], [11.06832, 16.97973, 18.95318], [9.65151, 16.81425, 18.23115], [10.03013, 16.40484, 16.94020], [11.43665, 16.18129, 16.73337], [13.06362, 16.78005, 18.03355], [12.18527, 18.08710, 17.44065], [11.11801, 17.78050, 19.69101], [11.37136, 16.05282, 19.44011], [9.21735, 17.81055, 18.14755], [9.10588, 16.05689, 18.79400], [11.64051, 16.53425, 15.72244], [11.80469, 15.16836, 16.89656], [9.05475, 21.62441, 11.12523], [9.13400, 20.92381, 9.76703], [8.87389, 19.42849, 10.11310], [8.59874, 19.38798, 11.49709], [9.24223, 20.47956, 12.16238], [8.10639, 22.12289, 11.32579], [9.94675, 22.23796, 11.25167], [10.06837, 21.03781, 9.21744], [8.30760, 21.31344, 9.17261], [9.59239, 18.67203, 9.79748], [8.01876, 19.04411, 9.55714], [10.29755, 20.32207, 12.38512], [8.69514, 20.60368, 13.09694], [2.40019, 13.00490, 5.26695], [1.90343, 12.12602, 4.17816], [0.62618, 12.62134, 3.77600], [0.61685, 14.29395, 3.95928], [-0.61693, 14.89980, 4.47480], [1.11376, 15.04410, 2.82728], [1.68332, 14.18042, 5.23892], [3.40422, 13.30636, 4.96840], [2.56652, 12.52897, 6.23335], [1.79551, 11.08350, 4.47751], [2.68248, 12.13473, 3.41586]], "mulliken_spin": [-0.008, -0.002, -0.076, 0.386, 0.167, 0.053, 0.474, -0.067, 0.482, 0.449, 0.028, 0.114, 0.000, 0.000, 0.000, 0.000, 0.000, 0.000, 0.000, 0.000, 0.000, 0.000, 0.000, 0.000, 0.000, 0.000, 0.000, 0.000, 0.000, 0.000, 0.000, 0.000, 0.000, 0.000, 0.000, 0.000, 0.000, 0.000, 0.000, 0.000, 0.000, 0.000, 0.000, 0.000, 0.000, 0.000, 0.000, 0.000, 0.000, 0.000, 0.000, 0.000, 0.000, 0.000, 0.000, 0.000, 0.000, 0.000, 0.000, 0.000, 0.000, 0.000, 0.000, 0.000, 0.000, 0.000, 0.000, 0.000, 0.000, 0.000, 0.000, 0.000, 0.000, 0.000, 0.000, 0.000, 0.000, 0.000, 0.000, 0.000, 0.000, 0.000, 0.000, 0.000, 0.000, 0.000, 0.000, 0.000, 0.000, 0.000, 0.000, 0.000, 0.000, 0.000, 0.000, 0.000, 0.000, 0.000, 0.000, 0.000, 0.000]}

What is the formula in the third record?
C3H14NO2S2